Record 1
The following is a quantum chemistry calculation of a cluster of 3 separate species, C24H45F9N2O3S in total at a distorted geometry, from the Open Molecules 2025 dataset.

The geometry in XYZ format:
```
84
Properties=species:S:1:pos:R:3:forces:R:3
C -5.7353 -5.9696 2.8690 -1.04 1.05 -0.57
C -4.8007 -6.5565 3.5708 0.75 -0.84 0.70
C -3.6901 -5.8580 4.3393 0.06 -0.38 -0.59
C -3.2649 -4.5004 3.7241 -1.21 1.51 1.84
O -3.9252 -3.5292 4.6164 -0.91 0.22 0.05
C -3.0795 -2.8915 5.4496 1.76 -1.79 -4.02
O -3.3345 -2.3223 6.4100 -1.12 1.90 3.25
O -1.8052 -2.9897 4.9184 -0.81 0.48 -0.56
C -1.8163 -4.0379 3.9576 1.85 -3.37 0.74
C -0.7966 -3.9632 2.8092 -0.71 1.55 -0.71
C -1.3407 -3.4413 1.4435 0.56 0.41 -0.07
C -1.0333 -1.9297 1.1706 -0.57 -0.71 -0.47
C -2.3468 -1.1336 1.4011 0.38 0.33 0.18
C -2.1282 0.3931 1.4869 0.87 -2.07 -0.55
F -3.1539 1.0861 0.9932 -0.58 0.40 0.43
F -1.0910 0.6371 0.6301 0.29 0.47 0.00
C -1.6318 0.9067 2.8675 -0.26 1.32 -0.59
F -0.9706 2.0429 2.6463 -0.14 0.77 -0.19
F -0.7555 0.1042 3.4217 0.34 -1.18 0.11
S -2.9609 1.3055 4.1399 0.35 0.36 2.28
F -3.4660 2.5503 3.3074 -0.10 -0.45 -0.48
F -1.9277 2.2661 4.9034 -0.12 -0.08 -0.31
F -2.4429 0.1292 5.0865 -0.46 -0.07 -0.37
F -4.0141 0.3132 3.4877 0.09 0.24 -0.35
F -4.0387 1.6655 5.2439 0.02 -0.12 -0.26
H -6.3869 -6.4962 2.1742 -0.10 -0.10 0.53
H -5.9348 -4.8992 2.9814 0.37 -0.15 -0.45
H -4.8375 -7.6468 3.6515 0.44 0.21 -0.32
H -2.8390 -6.5528 4.4121 -0.15 0.26 -0.06
H -4.0365 -5.6488 5.3603 0.28 -0.07 -0.15
H -3.7640 -4.3050 2.7711 0.64 -0.27 -0.09
H -1.4082 -4.8793 4.5611 -0.07 0.20 -0.26
H -0.0191 -3.2536 3.1324 -0.10 -0.35 0.04
H -0.2921 -4.9175 2.6292 -0.38 0.00 0.41
H -2.4284 -3.5516 1.3316 0.27 -0.28 0.18
H -0.9022 -4.0691 0.6552 -0.05 0.31 0.13
H -0.7486 -1.8320 0.1145 -0.02 0.14 0.30
H -0.1809 -1.5691 1.7551 -0.30 -0.09 0.04
H -2.9795 -1.2792 0.5155 -0.06 -0.02 0.35
H -2.8562 -1.5289 2.2895 -0.04 0.30 -0.19
C 3.7849 -1.9564 -3.2343 0.04 -0.01 0.02
C 3.1698 -0.6885 -2.6587 0.20 -0.06 -0.07
N 2.6857 -0.8389 -1.2974 -0.30 0.00 0.14
C 1.8776 0.2864 -0.8516 -0.21 0.11 -0.05
C 2.5580 1.6524 -0.7202 -0.04 0.10 0.11
C 3.6504 -1.3364 -0.3301 0.23 -0.27 -0.06
C 4.9417 -0.5351 -0.1261 0.06 0.00 0.18
H 3.0780 -2.7872 -3.1968 0.02 0.01 0.07
H 4.0558 -1.7915 -4.2786 -0.01 0.02 0.02
H 4.6944 -2.2478 -2.7067 -0.02 -0.02 -0.01
H 2.3247 -0.4159 -3.2977 -0.07 0.11 0.17
H 3.9034 0.1272 -2.7464 0.02 0.02 -0.09
H 1.4133 0.0339 0.1061 0.12 -0.10 0.01
H 1.0395 0.3939 -1.5489 0.07 -0.08 -0.09
H 3.1832 1.7096 0.1700 0.07 0.01 -0.06
H 1.7970 2.4299 -0.6216 -0.01 -0.03 0.02
H 3.1653 1.9008 -1.5925 0.01 -0.03 0.01
H 3.9275 -2.3544 -0.6200 -0.03 0.05 -0.11
H 3.1530 -1.4600 0.6361 -0.15 0.15 -0.07
H 5.3740 -0.1920 -1.0673 -0.04 -0.01 -0.01
H 5.6891 -1.1625 0.3652 -0.02 -0.01 -0.02
H 4.7842 0.3292 0.5176 0.03 0.06 -0.10
C 1.7286 6.6224 -6.0241 0.04 0.01 0.02
C 0.8223 5.7343 -5.1831 0.12 0.19 0.03
N 1.3586 4.4049 -4.9512 -0.06 -0.34 -0.08
C 0.3872 3.4897 -4.3717 -0.20 -0.07 -0.03
C -0.1305 3.7972 -2.9617 -0.06 -0.16 0.08
C 2.6900 4.3470 -4.3689 0.27 0.23 -0.10
C 2.9040 5.0223 -3.0092 0.13 -0.10 0.13
H 1.9532 6.1554 -6.9846 0.03 -0.04 0.05
H 1.2309 7.5737 -6.2201 -0.01 -0.02 0.02
H 2.6681 6.8474 -5.5172 0.00 -0.01 -0.03
H -0.1266 5.6356 -5.7180 -0.02 -0.18 0.11
H 0.5967 6.2570 -4.2412 -0.05 0.08 -0.01
H 0.8034 2.4772 -4.3803 0.15 0.08 0.00
H -0.4744 3.4438 -5.0459 0.05 0.14 -0.06
H 0.6082 3.5528 -2.2000 -0.01 0.09 0.01
H -1.0133 3.1876 -2.7539 0.01 0.01 -0.02
H -0.4231 4.8412 -2.8430 0.03 -0.01 -0.02
H 3.3928 4.7882 -5.0817 -0.11 0.05 -0.03
H 3.0036 3.3014 -4.2989 -0.22 -0.05 -0.01
H 2.4176 5.9966 -2.9418 -0.02 -0.02 -0.05
H 3.9718 5.1813 -2.8405 -0.01 0.00 -0.02
H 2.5448 4.3984 -2.1919 -0.06 0.11 0.03
```
Positions in Å, forces in eV/Å.

Calculated values
Structure (SMILES) ... C=CC[C@H]1OC(=O)O[C@@H]1CCCCC(F)(F)C(F)(F)S(F)(F)(F)(F)F.CCN(CC)CC.CCN(CC)CC
Kohn-Sham gap ... 8.65 eV
Charge ... 0
HOMO energy ... -8.12 eV

=====

Record 2
The following is a quantum chemistry calculation of a structure of composition C35H41N9O3Ti, from the Open Molecules 2025 dataset.

The geometry in XYZ format:
```
89
Properties=species:S:1:pos:R:3:forces:R:3
Ti -1.3032 -0.4354 0.3196 -0.22 -0.26 0.28
N -0.7080 0.4888 2.3840 -0.11 -0.14 -0.11
C -0.8104 1.9552 2.2576 0.02 0.01 0.01
C -1.9823 2.3207 1.3484 -0.02 0.09 0.00
O -2.3613 3.4867 1.2877 0.00 -0.02 0.04
N -2.4779 1.2645 0.6932 0.18 -0.10 0.00
C -3.6329 1.4769 -0.1422 -0.11 0.03 -0.06
C -3.8734 0.2017 -0.9346 0.02 -0.04 -0.05
O -4.7951 0.0649 -1.7075 -0.01 0.04 0.05
O -2.9643 -0.7247 -0.7029 0.21 0.06 -0.02
H -1.5005 0.1516 2.9279 0.03 0.01 0.01
H 0.1116 0.2193 2.9194 0.04 0.02 -0.07
H 0.1049 2.3431 1.8081 0.01 -0.01 0.01
H -0.9476 2.4548 3.2177 -0.01 0.00 0.00
H -3.5053 2.3121 -0.8401 0.02 0.00 0.00
H -4.5348 1.7100 0.4318 0.01 0.00 0.02
C 0.7078 -2.7386 3.2381 0.04 0.01 0.02
C -0.7286 -2.5542 3.6536 -0.05 -0.02 0.03
C -1.0603 -2.5618 5.0037 0.01 0.02 -0.01
C -2.3750 -2.4066 5.4134 0.00 0.00 0.02
C -3.3732 -2.2480 4.4677 0.00 0.01 -0.01
C -3.0839 -2.2376 3.1054 0.02 0.03 0.05
C -4.2013 -2.0753 2.1097 -0.02 -0.01 -0.03
C -1.7496 -2.3879 2.7056 -0.02 -0.01 -0.05
N -1.3956 -2.2781 1.3332 -0.04 0.18 -0.12
C -1.3700 -3.3536 0.5400 0.10 -0.01 -0.01
C -1.8518 -4.7042 0.9749 -0.02 -0.04 0.02
C -0.8247 -3.1572 -0.7584 -0.06 -0.11 0.17
C -0.7343 -4.3151 -1.7075 0.08 -0.01 -0.09
N -0.4049 -1.9308 -1.0379 -0.06 0.17 0.06
C 0.3785 -1.6878 -2.2004 -0.03 0.00 0.03
C 1.7706 -1.8372 -2.0835 -0.01 0.02 -0.08
C 2.3664 -2.4321 -0.8386 0.03 -0.05 0.03
C 2.5831 -1.4816 -3.1521 0.01 -0.01 0.05
C 2.0306 -1.0117 -4.3355 0.01 0.03 -0.03
C 0.6567 -0.9183 -4.4556 0.00 -0.02 -0.01
C -0.1922 -1.2538 -3.4015 0.06 -0.01 0.03
C -1.6807 -1.1702 -3.5978 -0.03 0.01 -0.02
H 1.3758 -2.1355 3.8580 -0.02 -0.02 0.01
H 0.8611 -2.4741 2.1933 0.00 0.01 -0.02
H 1.0170 -3.7795 3.3607 -0.01 0.00 -0.03
H -0.2743 -2.6880 5.7400 0.00 0.00 0.00
H -2.6193 -2.4079 6.4679 0.00 0.00 0.00
H -4.4027 -2.1255 4.7844 0.00 0.00 -0.01
H -4.8863 -2.9239 2.1725 0.00 0.00 0.00
H -3.8443 -1.9992 1.0852 -0.01 -0.02 0.03
H -4.7814 -1.1761 2.3259 0.00 0.00 0.01
H -2.0661 -4.7242 2.0416 0.01 0.02 0.00
H -1.1180 -5.4826 0.7583 0.00 0.01 -0.01
H -2.7711 -4.9735 0.4465 0.01 0.01 -0.01
H -1.7187 -4.7629 -1.8584 0.00 0.01 0.01
H -0.0800 -5.1010 -1.3206 0.00 0.00 0.00
H -0.3520 -4.0051 -2.6781 0.00 0.02 0.01
H 1.8898 -2.0486 0.0627 -0.01 0.02 0.01
H 3.4392 -2.2418 -0.7868 0.00 0.00 -0.01
H 2.2252 -3.5165 -0.8220 -0.01 0.01 -0.01
H 3.6581 -1.5953 -3.0594 0.00 0.00 -0.01
H 2.6711 -0.7433 -5.1667 -0.01 0.00 0.00
H 0.2177 -0.5797 -5.3877 0.00 0.00 0.01
H -1.9813 -0.1644 -3.9019 0.01 0.00 0.01
H -2.2387 -1.4208 -2.7010 -0.01 -0.01 0.02
H -1.9883 -1.8443 -4.4008 0.00 0.00 0.00
C 2.4130 0.5608 0.8159 0.01 -0.03 -0.01
C 1.5878 1.0501 -0.3201 0.00 -0.05 0.00
N 0.2969 0.8553 -0.4759 -0.02 0.06 -0.11
C -0.0763 1.5197 -1.6265 -0.01 0.05 -0.09
C 1.0072 2.1127 -2.1728 0.05 -0.03 -0.02
N 2.0670 1.8026 -1.3428 -0.02 0.03 0.04
C 3.4179 2.2936 -1.4862 0.01 0.03 -0.01
N 3.6421 3.5190 -0.7695 0.01 -0.01 0.02
N 4.0808 3.4652 0.5146 -0.05 -0.03 0.00
N 4.0504 4.6313 1.0252 0.09 0.02 -0.01
C 3.5728 5.5126 0.0760 -0.04 0.03 0.08
C 3.3578 6.8927 0.1486 -0.02 -0.03 -0.01
C 2.8507 7.5034 -0.9722 0.00 -0.01 -0.01
C 2.5636 6.7698 -2.1439 -0.01 0.04 -0.02
C 2.7733 5.4141 -2.2297 0.02 -0.04 0.01
C 3.2882 4.7991 -1.0839 0.01 0.01 -0.05
H 1.8244 -0.1440 1.3989 -0.01 0.00 0.01
H 2.7326 1.3855 1.4545 0.01 0.00 -0.01
H 3.3070 0.0418 0.4680 0.00 0.02 0.00
H -1.0944 1.5083 -1.9800 0.00 0.01 0.00
H 1.1341 2.6955 -3.0680 -0.01 -0.01 0.01
H 3.6168 2.4496 -2.5448 -0.01 0.01 -0.01
H 4.1201 1.5592 -1.0999 -0.01 -0.01 0.01
H 3.5778 7.4390 1.0552 0.00 0.00 -0.01
H 2.6594 8.5677 -0.9658 0.00 0.00 0.01
H 2.1615 7.2961 -2.9997 0.00 -0.01 0.00
H 2.5481 4.8646 -3.1339 0.00 0.01 0.00
```
Positions in Å, forces in eV/Å.

Calculated values
Spin multiplicity ... 3
Relative energy (zero: lowest compared OMol25 entry of this formula, charge and spin) ... 0.000 eV
Kohn-Sham gap (alpha / beta) ... 6.73 / 8.16 eV
Charge ... 0
HOMO energy (alpha / beta) ... -6.65 / -8.38 eV

=====

Record 3
The following is a quantum chemistry calculation of a cluster of 9 separate species, C4H23NO10S in total at a distorted geometry, from the Open Molecules 2025 dataset.

The geometry in XYZ format:
```
39
Properties=species:S:1:pos:R:3:forces:R:3
O 1.9278 3.1404 0.9433 0.41 0.53 -0.38
C 1.7800 2.4604 -0.0912 -0.63 -0.33 -0.10
N 1.3824 1.1810 -0.1414 1.02 1.74 -2.05
C 1.2847 0.2520 0.9671 0.55 0.39 -0.29
C -0.2559 0.1942 1.2523 2.44 -4.17 -1.97
S -0.7430 -0.8812 2.5702 -0.83 -1.49 0.84
C 1.8019 -1.0708 0.4591 -2.75 -2.03 -1.19
O 1.6348 -1.3182 -0.9317 -1.59 0.91 -2.30
H 1.9298 3.0319 -1.2332 -0.48 -1.31 2.99
H 1.0985 -0.5979 -1.4169 1.61 -1.04 1.65
H 2.0659 0.4619 1.7708 -1.76 0.48 -0.12
H -0.6843 -0.0974 0.2037 0.25 1.06 1.86
H -0.4417 1.0543 1.7082 -1.32 3.82 0.45
H 2.8007 -1.2394 0.6036 2.94 0.21 0.64
H 1.3241 -1.9901 0.8900 -0.05 1.12 0.61
H -2.4904 1.7848 1.9586 -0.03 0.31 -0.35
H -2.9184 0.4327 1.5542 0.11 -0.59 0.25
O -3.2613 1.3267 1.5977 -0.37 0.14 0.08
H -1.1434 -3.0403 0.1354 1.45 0.28 -1.11
H -1.7333 -2.8446 1.4909 -0.69 -0.63 -2.36
O -1.9569 -3.2578 0.5403 -0.82 0.64 3.42
H -0.9921 0.7241 -3.3798 1.87 2.14 0.83
H 0.1858 1.3586 -2.4018 -1.29 -0.22 -1.13
O -0.4113 1.5533 -3.1907 -1.33 -1.99 0.40
H -1.7166 -2.4449 -2.4714 1.64 -0.51 -0.10
H -0.1719 -2.4995 -2.0950 -0.07 0.04 -0.03
O -0.8208 -2.8325 -2.7302 -0.94 0.31 0.05
H 1.6276 1.9580 -3.1912 -1.97 2.71 -1.21
H 2.2358 1.4172 -1.8403 -0.42 0.03 0.75
O 2.1426 1.3391 -2.7867 3.24 -3.37 -0.38
H -0.5239 2.3116 0.3797 -0.78 0.15 -0.23
H -0.2506 3.2035 1.4666 -0.65 0.29 -0.25
O -1.0371 2.9348 0.9354 1.38 0.49 0.32
H -2.8393 -0.8294 -1.3152 0.01 -1.32 -1.60
H -3.4669 -2.1213 -1.1084 0.36 -0.61 -0.53
O -3.0479 -1.6614 -1.8634 -0.68 2.16 2.35
H 2.4098 -1.3779 3.0751 0.54 -0.23 -1.21
H 1.2448 -0.6703 3.7532 1.46 -2.16 0.38
O 2.0301 -1.3455 3.9332 -1.84 2.05 1.04
```
Positions in Å, forces in eV/Å.

Calculated values
Relative energy (zero: lowest compared OMol25 entry of this formula, charge and spin) ... 5.061 eV
Kohn-Sham gap ... 6.21 eV
Charge ... -2
HOMO energy ... -1.13 eV

=====

Record 4
The following is a quantum chemistry calculation of a cluster of 2 separate species, C3H5F3IN in total at a distorted geometry, from the Open Molecules 2025 dataset.

The geometry in XYZ format:
```
13
Properties=species:S:1:pos:R:3:forces:R:3
C 0.0916 0.2595 1.3121 -1.80 -1.47 0.66
C -0.9649 -0.2967 -1.0888 1.40 -0.66 0.72
C -1.9169 0.7436 -1.5542 0.34 3.03 1.68
N 0.1801 -0.5051 -1.8438 0.40 -3.22 0.53
F -1.5746 -1.4666 -0.7855 -0.10 0.12 -0.11
F -2.5354 0.5834 -2.7157 -0.24 -0.38 0.50
F -2.8154 1.0899 -0.5415 0.81 -1.05 -1.86
I -0.6566 2.6864 -1.7351 -0.70 -0.97 -0.06
H 0.6030 1.1621 1.0610 -0.08 0.55 0.02
H 0.7001 -0.6518 1.3094 -0.27 0.33 -0.16
H -0.7895 0.2073 2.0525 1.57 0.48 -1.42
H 0.7836 -1.3790 -1.6235 -1.74 2.30 -0.31
H 0.6874 0.2587 -2.2022 0.41 0.93 -0.19
```
Positions in Å, forces in eV/Å.

Calculated values
Relative energy (zero: lowest compared OMol25 entry of this formula, charge and spin) ... 2.719 eV
Kohn-Sham gap (alpha / beta) ... 8.22 / 7.61 eV
Charge ... 0
HOMO energy (alpha / beta) ... -8.64 / -8.09 eV

=====

Record 5
The following is a quantum chemistry calculation of the molecule C18H20N2OS, from the Open Molecules 2025 dataset.

The geometry in XYZ format:
```
42
Properties=species:S:1:pos:R:3:forces:R:3
O 2.5460 -1.0401 0.0039 -0.06 -0.08 0.02
C 1.8736 -0.0279 0.1522 0.58 -0.24 -0.01
N 2.1851 1.0990 -0.5526 0.25 0.13 -0.05
C 1.5504 2.3905 -0.5044 -0.16 0.11 0.04
H 2.3357 3.1349 -0.6805 -0.09 -0.03 0.10
C 0.4660 2.4839 -1.6169 -0.02 0.15 0.02
N 0.5703 1.3398 -2.4997 0.02 0.24 -0.27
C -0.1623 0.1915 -2.1814 -0.27 -0.27 -0.14
C 0.3594 -1.0985 -2.3008 0.10 0.17 -0.11
C -0.3999 -2.2047 -1.9708 -0.13 -0.09 0.03
C -1.7010 -2.0660 -1.5235 0.00 -0.19 0.01
C -2.2474 -0.7969 -1.4475 -0.01 0.07 0.04
C -1.4977 0.3126 -1.7813 -0.05 0.01 -0.04
H -1.9650 1.2847 -1.7357 0.00 0.07 -0.01
H -3.2713 -0.6649 -1.1269 -0.08 0.02 0.01
H -2.2834 -2.9324 -1.2485 -0.05 -0.08 0.01
H 0.0438 -3.1861 -2.0502 0.05 -0.08 0.00
H 1.3752 -1.2602 -2.6209 0.14 0.04 0.02
C 1.9346 1.2107 -2.9668 -0.01 0.03 -0.08
H 1.9879 0.4313 -3.7260 0.05 0.06 0.00
C 2.9143 0.9259 -1.7925 0.19 -0.26 -0.05
H 3.7643 1.6150 -1.8171 -0.02 -0.05 -0.02
H 3.2907 -0.0971 -1.8103 0.00 0.19 -0.03
H 2.1925 2.1608 -3.4460 -0.01 -0.09 -0.03
H -0.5227 2.5244 -1.1687 0.04 0.05 -0.07
H 0.6123 3.3926 -2.2098 -0.06 -0.01 0.09
H 1.1322 2.5794 0.4818 0.13 0.10 -0.06
C 0.7343 -0.0864 1.0760 -0.62 -0.01 0.42
C 0.4497 -1.2492 1.7553 0.27 0.34 -0.26
C -0.7538 -1.1831 2.4669 -0.37 0.53 0.09
C -1.3924 0.0147 2.3250 0.48 0.02 -0.20
S -0.5299 1.0968 1.3215 0.02 -0.51 0.38
C -2.6920 0.0835 3.0448 -0.23 0.14 0.01
H -3.5224 0.0164 2.3357 -0.04 0.04 0.03
H -2.8167 1.0024 3.6186 -0.07 -0.01 0.00
C -2.6151 -1.1689 3.9475 -0.02 -0.07 0.04
H -2.2854 -0.8709 4.9433 -0.02 -0.01 0.00
H -3.5837 -1.6555 4.0453 -0.02 0.01 0.08
C -1.5582 -2.1085 3.3221 -0.02 -0.16 0.02
H -2.0266 -2.8757 2.7003 0.00 -0.08 0.05
H -0.9571 -2.6105 4.0800 -0.04 -0.08 0.01
H 1.1044 -2.0998 1.7093 0.15 -0.12 -0.09
```
Positions in Å, forces in eV/Å.

Calculated values
Structure (SMILES) ... O=C(c1cc2c(s1)CCC2)N1CCN(c2ccccc2)CC1
Relative energy (zero: lowest compared OMol25 entry of this formula, charge and spin) ... 1.082 eV
Kohn-Sham gap ... 8.21 eV
Charge ... 0
HOMO energy ... -7.64 eV

=====

Record 6
The following is a quantum chemistry calculation of a structure of composition C4H6F3O6PS at a distorted geometry, from the Open Molecules 2025 dataset.

The geometry in XYZ format:
```
21
Properties=species:S:1:pos:R:3:forces:R:3
C 1.5686 0.1064 0.9024 -0.95 -1.11 -0.06
C 1.9629 -1.1230 -1.3041 1.65 0.83 1.03
C 2.5837 -0.3600 -0.1091 0.79 0.09 0.39
C -5.2879 0.7863 0.9416 -0.65 -0.01 -0.75
O 5.6323 0.4845 1.1988 -0.98 0.09 -0.96
O 3.3915 0.6621 -0.6359 2.06 -0.74 1.75
O 5.5503 -0.7605 -1.0785 0.03 0.06 0.13
O -5.8311 2.2249 -1.4051 0.65 0.69 0.05
O -5.9864 -0.2097 -1.5437 0.45 -0.59 -0.07
O 3.6473 -1.1494 0.7313 -0.79 1.69 -2.44
F -4.1531 1.4927 0.9843 -0.01 0.63 0.40
F -4.9171 -0.4731 1.1798 0.00 -0.80 0.03
F -6.0931 1.1154 2.0294 0.65 0.30 -0.58
P 4.8601 -0.1504 0.0834 -1.27 -0.38 0.18
S -6.3585 1.0003 -0.8082 -1.18 -0.21 0.90
H 0.9297 -0.7733 1.0343 -0.60 0.17 -0.28
H 0.9385 0.9641 0.5523 0.81 -0.61 0.62
H 2.0019 0.0784 1.8959 0.35 1.33 0.06
H 2.6579 -1.9124 -1.4633 0.63 -0.60 -0.87
H 1.0571 -1.5590 -1.0392 -1.79 -0.70 0.42
H 1.8452 -0.4446 -2.1467 0.16 -0.14 0.03
```
Positions in Å, forces in eV/Å.

Calculated values
Relative energy (zero: lowest compared OMol25 entry of this formula, charge and spin) ... 0.000 eV
Kohn-Sham gap ... 7.64 eV
Charge ... -2
HOMO energy ... -2.48 eV